1.
{"formula": "C3H7NO3", "method": "ωB97M-V/def2-TZVPD", "e_lumo_ev": 0.69, "total_charge": 0, "smiles": "C=COC.O=NO", "e_above_lowest_kcal_mol": 136.53, "homo_lumo_gap_ev": 10.520, "max_force_ha_per_bohr": 0.0903, "symbols": ["O", "O", "O", "N", "C", "C", "C", "H", "H", "H", "H", "H", "H", "H"], "positions_angstrom": [[4.18773, 0.24004, -0.66886], [0.08018, 0.32258, 0.53262], [2.75968, 0.42061, 0.91391], [3.05756, 0.49023, -0.42091], [-0.00079, 1.26491, -0.46116], [-0.22202, -0.90697, 0.12594], [0.31838, -1.99951, 0.52717], [-0.86122, 1.13357, -1.18097], [-1.22825, -0.99088, -0.45654], [1.67488, 0.44834, 0.98235], [1.30741, -2.02598, 1.00414], [-0.22853, 2.21918, -0.08377], [-0.14182, -2.94209, 0.27685], [0.95917, 1.13239, -0.95571]], "forces_ev_per_a": [[-0.81, 0.29, 0.69], [0.00, 0.00, 1.99], [-2.16, -0.13, 0.38], [0.29, -0.29, -0.44], [-0.52, 0.21, -2.90], [-4.39, -0.26, -1.49], [2.30, -2.09, 0.67], [0.84, -0.61, 0.61], [1.79, 0.48, 0.86], [2.98, -0.01, -0.51], [-0.61, 0.03, 0.14], [0.48, 1.29, 0.93], [0.06, -0.01, -0.12], [-0.27, 1.11, -0.81]], "mulliken_charge": [-0.380, -0.456, -0.366, 0.183, -0.630, 0.328, -0.774, 0.338, 0.160, 0.511, 0.248, 0.216, 0.253, 0.370]}

---

2.
{"formula": "C29H25N5O3SV", "method": "ωB97M-V/def2-TZVPD", "e_lumo_ev": [3.98, 3.97], "total_charge": -2, "e_above_lowest_kcal_mol": 0.00, "multiplicity": 2, "s_squared": 0.79, "homo_lumo_gap_ev": [4.977, 4.922], "max_force_ha_per_bohr": 0.0030, "symbols": ["V", "S", "O", "O", "O", "N", "N", "N", "N", "N", "C", "C", "C", "C", "C", "C", "C", "C", "C", "C", "C", "C", "C", "C", "C", "C", "C", "C", "C", "C", "C", "C", "C", "C", "C", "C", "C", "C", "C", "H", "H", "H", "H", "H", "H", "H", "H", "H", "H", "H", "H", "H", "H", "H", "H", "H", "H", "H", "H", "H", "H", "H", "H", "H"], "positions_angstrom": [[-1.26967, 0.43440, 0.86756], [2.88492, -6.41018, -6.30387], [1.85850, -5.95610, -7.23443], [2.72460, -7.79331, -5.86819], [4.24812, -6.08226, -6.70626], [-4.71578, 4.32408, 5.72074], [-1.50560, -1.24164, 0.88364], [-5.53139, 2.28301, 6.18088], [2.01398, -3.22957, -1.27971], [-2.25898, 1.31084, 2.23225], [-0.78138, 1.22749, -1.22300], [2.19622, -3.98746, -2.45306], [-6.14058, 3.13745, 7.07261], [-0.68516, -5.21098, -0.18331], [-1.61419, -3.05184, -0.72139], [-3.88203, 1.05802, 4.04270], [-4.67309, 3.03185, 5.37666], [0.22638, 0.30454, -0.85912], [-3.89379, 2.45066, 4.36000], [0.31943, 2.06994, 0.59942], [-3.11651, 0.54382, 3.05681], [-1.23998, -2.54050, 0.53385], [0.89175, 0.81466, 0.27763], [-0.71501, 2.32648, -0.33091], [-6.03127, 5.51407, 7.49244], [-1.33804, -4.36417, -1.07118], [-6.96216, 5.32452, 8.51061], [-7.47426, 4.06315, 8.80555], [1.28470, -3.91450, -3.50231], [-0.58291, -3.40879, 1.42059], [3.32599, -4.79172, -2.60854], [-3.02025, 3.22912, 3.54900], [1.49345, -4.63726, -4.67117], [-0.31331, -4.72071, 1.06247], [-5.60716, 4.41001, 6.75606], [3.52873, -5.50756, -3.77680], [-2.26778, 2.68535, 2.56819], [2.61203, -5.44139, -4.81783], [-7.06368, 2.94186, 8.08029], [-1.47717, 1.11639, -2.03963], [0.40700, -3.28535, -3.39781], [-8.19735, 3.94811, 9.60376], [-1.37185, 3.18200, -0.33580], [-1.61585, -4.72794, -2.05282], [2.49332, -3.63296, -0.48811], [-0.29045, -3.02437, 2.38999], [0.20344, -5.36748, 1.76267], [-7.45845, 1.95746, 8.30459], [4.05095, -4.85177, -1.80239], [-2.12407, -2.38770, -1.40929], [-0.45193, -6.22790, -0.46962], [4.40845, -6.12851, -3.89206], [-4.49361, 0.34955, 4.59300], [-1.61608, 3.30863, 1.97530], [0.43097, -0.64274, -1.33302], [1.03971, -3.10188, -1.03535], [1.69438, 0.32549, 0.80633], [-7.29728, 6.17836, 9.08858], [-3.11836, -0.51256, 2.83435], [-5.66579, 1.29257, 6.11660], [-2.95733, 4.29523, 3.72744], [0.59554, 2.69710, 1.43246], [0.78874, -4.58389, -5.49093], [-5.63653, 6.49719, 7.26756]], "forces_ev_per_a": [[-0.04, -0.14, 0.06], [0.00, 0.00, 0.00], [0.00, 0.00, 0.00], [0.00, 0.00, 0.00], [0.00, 0.00, 0.00], [0.00, 0.00, 0.00], [0.03, 0.07, 0.07], [0.00, -0.01, 0.00], [0.00, 0.01, 0.02], [-0.02, 0.00, -0.01], [0.03, 0.03, -0.01], [0.00, -0.01, 0.02], [0.00, 0.00, 0.00], [0.00, 0.00, -0.01], [0.00, 0.03, 0.02], [0.00, 0.01, 0.02], [0.00, 0.00, 0.00], [-0.01, 0.03, -0.02], [0.01, 0.00, -0.01], [-0.01, 0.03, -0.04], [0.00, 0.01, -0.01], [-0.04, -0.02, -0.05], [0.08, 0.04, -0.01], [0.02, -0.01, -0.02], [0.00, 0.00, 0.00], [0.01, -0.01, 0.00], [0.00, 0.00, 0.00], [0.00, 0.00, 0.00], [0.00, 0.01, 0.00], [0.00, -0.02, 0.00], [0.01, -0.02, -0.02], [-0.01, 0.01, 0.02], [0.01, 0.00, 0.00], [0.00, 0.01, 0.01], [0.00, 0.00, 0.00], [0.01, 0.01, 0.02], [0.01, -0.04, -0.02], [-0.01, 0.00, -0.01], [0.00, 0.00, 0.00], [0.00, -0.01, 0.00], [0.00, 0.00, 0.00], [0.00, 0.00, 0.00], [-0.01, 0.00, 0.00], [0.00, 0.00, 0.00], [0.01, 0.02, 0.00], [0.00, 0.01, 0.00], [0.00, 0.00, 0.00], [0.00, 0.00, 0.00], [-0.01, 0.01, 0.01], [0.00, -0.01, -0.01], [0.00, 0.00, 0.00], [0.00, 0.00, -0.01], [0.00, -0.01, -0.01], [-0.01, 0.01, 0.00], [-0.01, -0.01, 0.01], [-0.03, -0.02, -0.04], [0.00, 0.00, 0.00], [0.00, 0.00, 0.00], [-0.01, 0.00, 0.00], [0.00, 0.00, 0.00], [0.01, 0.00, -0.01], [0.00, -0.01, 0.01], [0.00, 0.00, 0.00], [0.00, 0.00, 0.00]], "mulliken_charge": [1.498, 1.280, -0.731, -0.699, -0.707, -0.798, -0.733, 0.021, -0.425, 0.112, -0.446, 0.525, 0.604, -0.463, -0.072, -0.467, 0.055, -0.597, 0.905, -0.564, -0.990, -0.291, -0.393, -0.520, -0.724, -0.532, -0.389, -0.420, 0.080, -0.219, -0.614, -0.807, -0.626, -0.597, 0.412, -0.657, -0.502, -0.188, -0.954, 0.366, 0.425, 0.348, 0.468, 0.352, 0.288, 0.426, 0.345, 0.348, 0.256, 0.384, 0.399, 0.332, 0.155, 0.218, 0.589, -0.005, 0.393, 0.346, 0.359, 0.142, 0.394, 0.450, 0.458, 0.399]}

---

3.
{"formula": "C20H11Co2NO7", "method": "ωB97M-V/def2-TZVPD", "e_lumo_ev": 4.91, "total_charge": -2, "e_above_lowest_kcal_mol": 20.62, "homo_lumo_gap_ev": 6.061, "max_force_ha_per_bohr": 0.0950, "symbols": ["Co", "Co", "O", "O", "O", "O", "O", "O", "O", "N", "C", "C", "C", "C", "C", "C", "C", "C", "C", "C", "C", "C", "C", "C", "C", "C", "C", "C", "C", "C", "H", "H", "H", "H", "H", "H", "H", "H", "H", "H", "H"], "positions_angstrom": [[0.10530, 1.42374, 2.33319], [1.43045, -0.60869, 1.63295], [-0.14407, 1.31282, 5.22523], [1.57466, 3.88878, 1.85670], [3.06749, -2.82374, 0.65520], [1.55405, -1.44786, 4.44650], [3.04236, 1.01187, -2.50123], [3.63523, 1.34136, 1.69955], [-2.45442, 2.61673, 1.71449], [1.00368, 0.32843, -3.32591], [2.41521, -1.94133, 1.02183], [2.28828, 0.84312, -3.48675], [-3.27994, -1.60727, 3.27798], [-3.78553, -1.73753, 0.91336], [0.23487, 0.13924, -4.38436], [0.45799, -0.31338, 0.15297], [1.03750, 2.88488, 2.04262], [-4.19395, -1.85148, 2.24794], [-0.00835, 1.29274, 4.07635], [1.92766, 0.93532, -5.91328], [2.65180, 0.73196, 1.67447], [0.64079, 0.40895, -5.70136], [1.45051, -1.06784, 3.35926], [-1.42446, 2.16416, 1.98169], [-1.97911, -1.20268, 2.97784], [2.73597, 1.16883, -4.83541], [-2.48525, -1.33271, 0.60621], [-1.59486, -0.96971, 1.64049], [0.57906, -0.03183, -1.17277], [-0.31600, -0.34145, 1.31812], [2.28150, 1.15708, -6.91865], [1.59600, 0.24933, -1.43664], [-3.57104, -1.72541, 4.32333], [-0.04662, 0.20581, -6.51943], [-1.24874, -1.04323, 3.77671], [-5.21875, -2.14059, 2.48770], [3.73882, 1.58111, -4.89547], [-0.29742, -0.02667, -1.82125], [-2.14868, -1.25925, -0.43049], [-4.47874, -1.95845, 0.10093], [-0.77325, -0.25515, -4.20062]], "forces_ev_per_a": [[-0.04, 0.22, 0.11], [3.76, 0.37, 3.10], [0.03, 0.14, -0.33], [-0.28, -0.26, 0.33], [-0.77, 1.07, 0.45], [-0.28, 0.51, -0.95], [-0.05, 0.02, -0.22], [-1.32, -0.41, 0.02], [0.60, 0.02, 0.49], [0.79, 0.70, -3.52], [0.47, -1.00, -0.68], [-0.18, -0.09, -0.49], [0.40, 0.02, -0.18], [0.19, -0.06, 0.25], [1.24, 0.49, -0.65], [-2.47, 1.04, -2.74], [0.67, 0.54, -0.85], [-0.06, 0.00, -0.17], [-0.13, -0.43, 1.17], [-0.15, -0.06, 0.26], [1.43, 0.06, -0.23], [-0.68, -0.27, -0.02], [0.38, -1.03, 1.18], [-0.72, -0.65, -1.18], [-0.43, -0.04, -0.20], [-0.07, -0.11, 0.50], [-0.10, 0.19, 0.45], [-0.07, -0.64, -0.03], [-0.02, -0.84, 4.50], [-1.75, 0.49, -0.71], [-0.09, -0.01, 0.01], [-0.59, -0.63, -0.05], [0.00, -0.03, -0.26], [0.13, 0.07, -0.03], [-0.34, 0.09, -0.31], [0.23, 0.05, -0.08], [-0.06, -0.02, -0.22], [0.24, 0.37, 0.70], [-0.09, 0.12, 0.33], [0.09, 0.00, 0.21], [0.10, 0.02, 0.04]], "mulliken_charge": [0.145, -0.208, -0.427, -0.437, -0.451, -0.445, -0.833, -0.401, -0.439, -0.277, 0.113, 0.391, -0.693, -0.493, -0.013, -0.576, 0.215, -0.404, 0.059, -0.053, 0.029, -0.801, 0.392, 0.067, -0.268, -0.815, -0.518, 0.626, 0.001, 1.188, 0.333, 0.504, 0.343, 0.309, 0.232, 0.320, 0.319, 0.038, 0.310, 0.354, 0.263]}